Entry from OMol25: a molecular structure, C41H37F5MoP2 in a non-equilibrium geometry (wB97M-V/def2-TZVPD).

Properties
- highest occupied orbital energy (spin up / spin down) (eV) = -13.0 / -13.8
- net charge = +2
- lowest unoccupied orbital energy (spin up / spin down) (eV) = -7.48 / -7.55
- <S²> = 2.0276
- spin multiplicity = 3
- largest force on an atom (eV/Å) = 2.8
- ΔE to the lowest compared entry with this formula, charge and spin (eV) = 0.0000
- E (hartree) = -2833.9545
- gap between HOMO and LUMO (spin up / spin down) (eV) = 5.553 / 6.226

Structure (XYZ):
```
86
Properties=species:S:1:pos:R:3:forces:R:3
Mo -3.5206 -0.4217 0.6877 -1.88 -0.56 -0.70
C -4.4155 -0.5611 2.9277 1.34 1.07 2.22
C -3.0219 -0.2806 2.9421 -2.47 -0.16 0.89
C -1.9820 -1.3330 3.2119 0.65 -0.39 0.52
C -1.4282 -2.0574 1.9669 0.69 0.02 0.28
C -2.4067 -2.2268 0.8426 -0.61 -0.37 -0.22
C -3.7782 -2.5554 1.0408 0.39 -0.81 -0.37
C -4.3626 -3.0264 2.3689 -0.53 -0.48 0.69
C -5.0336 -1.9057 3.2176 -0.33 -0.33 -1.07
C -3.3432 -0.2406 -1.3335 0.12 1.06 -0.54
H -5.0808 0.3127 3.0612 0.47 -0.51 -0.17
H -2.7731 0.7388 3.2298 -0.07 0.08 -0.36
H -2.3682 -2.0707 3.9436 0.13 0.48 -0.39
H -1.1299 -0.8314 3.6964 -0.28 -0.21 -0.06
H -0.5688 -1.5003 1.5785 -0.01 0.02 0.07
H -1.0104 -3.0297 2.2875 -0.24 0.21 -0.28
H -1.9777 -2.3792 -0.1627 -0.18 -0.10 0.49
H -4.2747 -3.0084 0.1745 0.22 0.49 0.29
H -3.6022 -3.5505 2.9726 -0.06 0.33 -0.38
H -5.1273 -3.8077 2.1862 0.41 0.49 -0.14
H -6.1030 -1.8611 2.9618 0.32 0.09 -0.05
H -5.0382 -2.1676 4.2905 0.40 0.38 -0.28
H -4.2754 0.2629 -1.6588 0.55 -0.20 -0.26
H -3.1679 -1.1579 -1.9170 -0.22 0.22 0.21
H -2.4847 0.4493 -1.4641 -0.14 -0.15 -0.27
P 3.0183 1.9352 -0.2145 1.00 0.69 1.43
P 3.1008 -0.0922 -2.0322 1.72 -1.22 -1.12
C 3.9408 0.4935 0.4166 -0.49 -1.21 -1.39
C 4.0589 -0.4685 -0.5449 -0.16 1.24 1.49
C 4.1735 3.3170 0.1742 0.01 0.49 -0.39
C 5.1793 3.2081 1.1485 0.08 0.04 -0.27
C 6.0907 4.2506 1.3526 -0.10 -0.10 0.03
C 5.9895 5.4318 0.6191 -0.50 -0.20 -0.24
C 4.9253 5.5814 -0.2865 0.11 0.00 0.09
C 4.0286 4.5364 -0.5216 0.27 -0.28 0.27
C 1.6882 2.1778 0.9925 -0.73 -0.25 -0.15
C 0.5107 1.4319 0.7731 0.35 0.37 0.15
C -0.5380 1.5512 1.6682 -0.10 0.12 0.25
C -0.4062 2.3486 2.8158 0.23 -0.07 -0.35
C 0.7576 3.1041 3.0197 -0.41 -0.22 0.11
C 1.7927 3.0438 2.0927 -0.09 -0.23 -0.30
C 4.4799 -0.2539 -3.2714 0.30 0.72 -0.23
C 5.5120 0.7110 -3.2398 -0.12 -0.29 -0.05
C 6.6419 0.5733 -4.0477 0.07 0.07 0.00
C 6.7735 -0.5069 -4.9285 -0.54 -0.07 0.36
C 5.7480 -1.4558 -4.9699 -0.01 0.16 0.13
C 4.6087 -1.3265 -4.1612 -0.01 -0.17 -0.12
C 2.1621 -1.6110 -2.3502 -0.72 0.01 0.04
C 1.2795 -1.6498 -3.4499 0.07 -0.15 0.29
C 0.5798 -2.8219 -3.7326 0.15 -0.14 0.27
C 0.7507 -3.9526 -2.9130 0.05 0.23 -0.18
C 1.6185 -3.9091 -1.8191 -0.09 0.01 -0.04
C 2.3114 -2.7342 -1.5272 -0.19 0.02 -0.13
H 4.2722 0.4471 1.4541 0.29 -0.12 -0.37
H 4.6719 -1.3760 -0.4963 -0.26 0.34 0.20
H 5.2593 2.3075 1.7501 0.15 0.16 -0.11
H 6.8843 4.1327 2.0937 -0.28 0.02 -0.24
H 6.7211 6.2329 0.7499 -0.32 -0.27 -0.01
H 4.8042 6.5267 -0.8160 0.03 -0.29 0.08
H 3.2136 4.6508 -1.2376 0.27 0.06 0.09
H 0.4266 0.7793 -0.1004 0.02 0.22 0.19
H -1.4899 1.0300 1.4644 0.60 0.24 0.20
H -1.2110 2.3771 3.5451 0.10 0.16 -0.09
H 0.8505 3.7434 3.9038 -0.07 -0.27 -0.38
H 2.6809 3.6598 2.2197 -0.19 -0.17 0.01
H 5.4317 1.5585 -2.5593 0.10 -0.08 -0.14
H 7.4459 1.3093 -3.9942 -0.33 -0.14 0.03
H 7.6582 -0.6149 -5.5626 -0.36 0.07 0.28
H 5.8447 -2.3145 -5.6319 -0.13 0.18 0.15
H 3.8294 -2.0865 -4.2151 0.25 0.16 -0.04
H 1.1478 -0.7669 -4.0789 0.06 -0.24 0.13
H -0.0929 -2.8605 -4.5920 0.22 -0.01 0.29
H 0.2094 -4.8723 -3.1445 0.18 0.29 0.08
H 1.7653 -4.7909 -1.1867 -0.10 0.34 -0.29
H 2.9705 -2.6975 -0.6640 -0.15 -0.10 -0.17
F -5.5978 2.0493 1.1989 -0.03 -0.84 -0.03
C -6.3538 0.9432 0.9125 -0.62 0.20 -0.14
C -5.7386 -0.2362 0.4872 0.80 -0.97 0.28
C -6.6126 -1.2797 0.1607 -0.77 -0.31 -0.22
F -6.1982 -2.4965 -0.3105 -0.07 1.05 0.29
C -8.0042 -1.1783 0.2771 0.04 -0.38 -0.07
F -8.7794 -2.2219 -0.0691 0.52 0.84 0.34
C -8.5723 -0.0059 0.7798 -0.75 -0.48 -0.09
F -9.9049 0.0652 0.9649 1.38 0.09 -0.24
C -7.7414 1.0674 1.0718 0.10 0.73 0.24
F -8.2923 2.2141 1.5103 0.52 -0.72 -0.28
```
Positions in Å, forces in eV/Å.

Löwdin atomic charge list, values in e, 5 entries: Mo 1.56; C -0.16; C -0.25; C -0.18; C -0.18


Entry from OMol25: a molecular structure, C41H37N10O3RuS2 (wB97M-V/def2-TZVPD).

Properties
- highest occupied orbital energy (spin up / spin down) (eV) = -13.7 / -13.9
- net charge = +2
- lowest unoccupied orbital energy (spin up / spin down) (eV) = -6.32 / -6.95
- <S²> = 0.7562
- spin multiplicity = 2
- largest force on an atom (eV/Å) = 1.0
- ΔE to the lowest compared entry with this formula, charge and spin (eV) = 0.0000
- E (hartree) = -3248.7405
- gap between HOMO and LUMO (spin up / spin down) (eV) = 7.389 / 6.943

Structure (XYZ):
```
94
Properties=species:S:1:pos:R:3:forces:R:3
Ru -1.4461 -0.8082 -0.0887 -0.82 -0.43 -0.37
C 2.2546 -2.1004 -2.0974 0.10 -0.16 0.14
C 0.9396 -1.7017 -1.8812 0.02 -0.01 0.09
N 0.4975 -1.4833 -0.6479 -0.16 0.44 -0.19
C 1.3569 -1.6517 0.3770 -0.08 -0.06 0.33
C 2.6616 -2.0350 0.1277 0.04 -0.08 -0.09
N 3.1108 -2.2634 -1.1023 -0.10 -0.13 -0.03
C 0.7636 -1.4813 1.7263 0.26 -0.05 -0.23
C 1.4274 -1.5701 2.9341 0.04 -0.01 0.06
C 0.7074 -1.4429 4.1255 0.09 -0.02 0.02
C -0.6726 -1.2625 4.0481 -0.05 0.01 0.04
C -1.2765 -1.1802 2.8072 -0.23 0.07 0.08
N -0.5534 -1.2673 1.6897 -0.15 -0.11 -0.14
C -2.7201 -1.0092 2.5369 0.23 -0.10 0.03
C -3.7132 -1.0534 3.4960 -0.15 0.00 0.03
N -5.0036 -0.9570 3.1881 0.08 0.00 -0.04
C -5.3106 -0.8342 1.9063 0.03 -0.02 0.07
C -4.3374 -0.7946 0.9112 -0.03 0.04 0.03
N -3.0503 -0.8766 1.2337 -0.06 0.36 -0.12
C 1.3951 -1.5004 5.4377 -0.08 0.00 -0.18
C 2.6466 -0.9236 5.6065 0.11 0.05 0.02
C 3.2476 -0.9882 6.8558 -0.07 -0.05 0.05
N 2.6901 -1.5864 7.9056 -0.05 0.01 -0.11
C 1.4949 -2.1454 7.7344 0.08 0.05 -0.02
C 0.8072 -2.1246 6.5283 -0.06 -0.07 0.09
H 2.6115 -2.2868 -3.1024 0.00 0.01 0.00
H 0.2517 -1.5482 -2.6971 -0.02 0.03 -0.03
H 3.3645 -2.1756 0.9395 0.01 -0.02 0.00
H 2.4909 -1.7614 2.9654 -0.01 0.00 0.00
H -1.2558 -1.1648 4.9531 0.00 0.01 -0.01
H -3.4671 -1.1779 4.5427 -0.02 0.01 0.01
H -6.3577 -0.7609 1.6423 0.00 0.00 0.01
H -4.5999 -0.6971 -0.1329 0.03 0.00 -0.01
H 3.1446 -0.4062 4.7956 0.00 0.00 0.01
H 4.2190 -0.5375 7.0194 0.01 0.00 0.01
H 1.0655 -2.6366 8.5989 0.00 0.00 0.01
H -0.1515 -2.6215 6.4481 0.01 0.01 0.01
C -1.4069 -4.8326 -7.1171 -0.01 0.02 0.03
C -1.7868 -4.0549 -5.8910 0.01 -0.02 -0.04
C -2.8727 -3.1793 -5.9121 -0.01 0.00 -0.02
C -3.2569 -2.4878 -4.7788 0.04 -0.05 0.01
C -2.5254 -2.6625 -3.6071 0.07 0.00 -0.06
C -1.4498 -3.5471 -3.5498 -0.03 0.03 -0.07
C -1.0897 -4.2331 -4.6940 0.01 0.00 0.01
S -3.0143 -1.8159 -2.1744 -0.08 -0.39 0.39
O -2.4832 -2.5596 -0.9920 0.18 0.11 -0.12
O -4.4246 -1.5886 -2.2153 -0.07 0.01 -0.13
N -2.1997 -0.4294 -1.9262 0.70 -0.12 0.44
C -1.7214 0.4107 -2.9431 -0.31 0.21 -0.15
C -2.4762 0.6773 -4.0813 -0.16 0.02 -0.06
C -1.9447 1.5086 -5.0486 0.01 0.01 -0.01
C -0.6901 2.0705 -4.8491 -0.03 -0.03 0.02
C -0.0312 1.7712 -3.6737 0.06 0.01 -0.01
N -0.5231 0.9500 -2.7420 -0.02 -0.13 0.09
H -1.7308 -4.3276 -8.0250 0.00 0.00 0.00
H -1.8831 -5.8150 -7.0965 0.00 0.00 0.00
H -0.3309 -4.9912 -7.1686 0.00 0.00 0.00
H -3.4355 -3.0517 -6.8280 0.00 0.00 0.00
H -4.1273 -1.8464 -4.7917 0.00 -0.02 0.00
H -0.9412 -3.7290 -2.6133 0.00 0.01 0.01
H -0.2681 -4.9378 -4.6572 0.00 0.00 0.00
H -3.4749 0.2715 -4.1810 0.06 0.04 0.01
H -2.5132 1.7312 -5.9417 0.01 0.00 0.00
H -0.2394 2.7285 -5.5776 -0.01 0.00 0.00
H 0.9464 2.1934 -3.4634 -0.02 -0.01 -0.01
C -0.8983 4.9760 1.7715 0.01 -0.01 0.00
C 0.0799 4.5030 2.8396 -0.02 0.03 -0.02
C 0.2386 2.9887 2.8715 0.00 0.01 -0.02
N 0.9038 2.5001 1.6554 0.04 0.19 -0.02
C 0.3394 1.9022 0.6327 0.21 -0.33 -0.47
S -1.3371 1.4528 0.6394 0.36 -0.02 0.10
N 1.0384 1.5374 -0.4712 0.02 0.22 0.39
C 2.4362 1.4994 -0.7506 -0.05 0.19 0.09
O 2.8365 0.5357 -1.3537 0.10 0.21 -0.03
C 3.2980 2.6455 -0.3723 -0.14 -0.02 0.02
C 2.8413 3.9607 -0.4862 -0.10 -0.04 0.11
C 3.6979 5.0123 -0.2040 0.03 -0.01 0.00
C 5.0030 4.7522 0.1993 -0.03 -0.01 -0.02
C 5.4623 3.4441 0.2985 -0.01 0.02 -0.01
C 4.6167 2.3899 -0.0034 0.05 -0.04 0.03
H -0.9456 6.0635 1.7433 0.00 -0.01 0.01
H -1.9050 4.6028 1.9668 0.01 -0.01 0.00
H -0.6053 4.6374 0.7739 0.01 0.02 0.01
H -0.2561 4.8183 3.8289 -0.01 0.01 -0.01
H 1.0614 4.9628 2.6901 0.00 0.00 0.01
H -0.7288 2.4951 2.9451 0.03 -0.01 0.00
H 0.8513 2.6785 3.7183 0.03 -0.01 0.00
H 1.8594 2.8132 1.5309 0.08 0.02 -0.05
H 0.4691 1.0381 -1.1770 0.02 0.18 -0.10
H 1.8289 4.1589 -0.8203 -0.02 -0.01 0.02
H 3.3554 6.0328 -0.3109 0.00 -0.01 0.00
H 5.6696 5.5745 0.4223 0.00 0.00 0.00
H 6.4837 3.2501 0.5958 0.00 0.00 0.00
H 4.9673 1.3666 0.0347 0.01 0.00 0.01
```
Positions in Å, forces in eV/Å.

Löwdin atomic charge list, values in e, 5 entries: Ru 1.16; C -0.07; C -0.08; N 0.01; C -0.17